Arrangement P

This record from OMol25 describes a structure of composition C28H18F5N4O4PdS3Se. The level of theory is wB97M-V/def2-TZVPD.

The geometry in ORCA input format:
```
! RIJCOSX wB97M-V def2-TZVPD def2/J DEFGRID3
* xyz -1 1
N 1.989 1.068 2.179
C -2.405 -0.560 -1.953
H 4.824 -5.567 3.339
H -3.742 4.638 -4.741
C 4.634 -1.786 2.583
Pd 0.946 0.646 0.517
H 4.797 -1.505 4.696
C -3.083 3.705 -2.924
H 4.583 -0.726 2.360
H -2.290 2.559 -1.287
F -1.847 6.429 -0.293
C -2.562 2.895 -5.134
C -0.097 -3.737 0.409
H -5.626 -2.264 -0.758
O -0.267 0.805 -1.303
H -4.688 -2.821 -2.975
O 5.259 -1.106 -0.365
C -2.886 -0.277 -0.684
S -0.947 0.299 -2.531
S 1.596 -3.887 0.088
H -4.445 -0.673 0.725
C -2.389 2.649 -2.362
H 4.659 -3.375 6.192
H -2.335 0.393 -0.035
C 4.819 -3.590 4.171
H -2.615 3.003 -6.209
C -4.054 -0.891 -0.261
H -2.627 -1.688 -3.764
O 0.739 2.568 0.260
C -1.716 5.212 0.254
H -0.734 -4.600 0.508
C -0.365 3.184 0.555
H 4.660 -4.967 5.669
S 4.274 -2.113 -0.093
C 4.758 -2.224 3.885
C 3.019 1.477 1.742
C -4.710 -1.792 -1.091
H 4.608 -4.769 0.993
N 2.847 -1.398 0.006
C -1.859 1.832 -4.579
F -3.859 5.419 1.255
C -1.435 2.706 1.333
F 0.364 5.002 -0.769
H -1.358 1.108 -5.210
C -2.588 3.440 1.563
H -1.447 -2.075 0.631
C 4.775 -4.505 3.124
Se 4.570 2.094 1.213
O 4.232 -3.282 -0.954
C -1.800 1.711 -3.201
H -3.546 4.442 -2.281
C 4.571 -2.710 1.542
C -4.195 -2.092 -2.345
C -2.742 4.704 1.034
F -1.401 1.465 1.857
C 1.756 -2.137 0.116
C -0.444 -2.439 0.471
F -3.574 2.907 2.300
N 0.573 -1.534 0.297
C -0.577 4.472 0.021
C -3.182 3.819 -4.308
C -3.036 -1.469 -2.785
N 4.971 -4.027 5.492
C 4.649 -4.065 1.813
*
```

- LUMO (eV) = 1.81
- HOMO level (eV) = -4.89
- orbital gap (Ha) = 0.24595

Here are the natural (NBO) charges for atoms 1 to 4, given in e: -0.613 -0.172 0.198 0.214

***

Arrangement Q

This record from OMol25 describes a structure of composition C28H18F5N4O4PdS3Se. The level of theory is wB97M-V/def2-TZVPD.

The geometry in ORCA input format:
```
! RIJCOSX wB97M-V def2-TZVPD def2/J DEFGRID3
* xyz -1 1
C -1.098 3.070 1.779
H 3.683 2.429 -2.587
H -1.079 4.879 2.921
C 0.147 -0.731 -3.841
C 0.824 0.905 -5.450
H -1.739 -3.054 -4.855
H -0.178 2.793 -5.316
C -0.863 3.148 4.176
C -0.897 1.028 3.028
F 0.148 -2.242 6.405
N -0.802 3.874 5.366
C -1.017 3.797 2.951
O 2.279 -0.363 1.705
H -0.746 1.242 5.151
H -0.882 -0.053 3.054
H -1.404 -0.152 -2.468
C 0.979 -2.052 2.867
H -3.288 -3.309 -0.162
C 1.033 1.591 -0.992
C 4.324 -2.664 -0.188
H -4.068 -3.737 -4.357
C -1.009 1.683 1.810
N 2.230 1.381 -1.469
F 1.652 0.034 6.326
H -0.345 3.387 6.121
C 1.970 -0.221 4.005
H -1.600 2.110 -3.400
C 2.699 2.477 -2.142
N 3.235 -2.278 -0.062
C 0.441 -2.493 4.064
Pd 1.765 -0.970 -0.125
C 0.948 -0.367 -4.914
C -3.388 -3.500 -3.549
H -0.452 4.813 5.263
C 1.876 3.548 -2.184
C -0.092 1.794 -4.907
N 0.416 0.579 -0.286
S 0.456 -2.338 -3.130
O -1.551 -0.558 0.645
Se 5.971 -3.327 -0.370
F 0.707 -2.779 1.773
O 1.111 -2.185 -1.794
H 1.674 -1.068 -5.309
H -1.239 3.576 0.836
O -1.845 1.566 -0.614
F -0.299 -3.611 4.085
S 0.403 3.175 -1.365
S -1.074 0.756 0.306
C 0.664 -1.808 5.241
C -2.087 -3.122 -3.830
C -0.832 1.755 4.201
C -0.779 0.148 -3.298
C -0.895 1.418 -3.837
C -1.234 -2.815 -2.778
C -2.952 -3.269 -1.190
H 2.037 4.505 -2.650
H -0.951 -2.651 -0.662
H -4.841 -3.860 -2.011
C 1.445 -0.666 5.196
F 2.672 0.921 4.009
H 1.449 1.204 -6.281
C -1.641 -2.896 -1.460
C -3.820 -3.570 -2.227
C 1.753 -0.878 2.775
*
```

- LUMO (eV) = 2.19
- HOMO level (eV) = -4.78
- orbital gap (Ha) = 0.25633

Here are the natural (NBO) charges for atoms 1 to 4, given in e: -0.143 0.206 0.204 -0.202

***

Stability, highest: arrangement Q

***

Arrangement P

This record from OMol25 describes the molecule C2H6N2O3S. The level of theory is wB97M-V/def2-TZVPD.

The geometry in ORCA input format:
```
! RIJCOSX wB97M-V def2-TZVPD def2/J DEFGRID3
* xyz 0 1
H -3.369 -1.435 0.101
S 0.484 -0.253 0.294
H 0.461 2.047 0.439
N -2.062 0.022 -0.196
N -2.483 -1.119 -0.251
H 1.413 -2.182 -0.381
H 2.282 1.433 0.849
O -2.398 1.026 0.296
O -0.766 0.077 -0.895
H 2.242 -0.616 -1.003
O -0.232 -0.567 1.464
C 1.688 -1.219 -0.247
C 1.286 1.349 0.272
H 1.456 1.437 -0.741
*
```

- LUMO (eV) = 0.51
- HOMO level (eV) = -9.08
- SMILES string = [H]/N=[N+](\[O-])O[S@@](=C)(C)=O
- orbital gap (Ha) = 0.35257

Here are the natural (NBO) charges for atoms 1 to 4, given in e: 0.376 1.993 0.259 0.572

***

Arrangement Q

This record from OMol25 describes a cluster of 2 separate species, C2H6N2O3S in total. The level of theory is wB97M-V/def2-TZVPD.

The geometry in ORCA input format:
```
! RIJCOSX wB97M-V def2-TZVPD def2/J DEFGRID3
* xyz 0 1
O 2.487 -0.856 0.051
H 1.662 1.844 -0.739
N -1.444 0.900 0.018
H -3.842 -1.047 -0.219
H 2.811 -1.046 -0.832
H 0.411 1.945 0.531
O 0.242 -0.874 1.035
O 0.535 -0.551 -1.385
H -2.304 -1.949 0.354
H 2.089 1.515 0.968
C -2.805 -1.048 0.056
S 0.969 -0.289 -0.046
C 1.321 1.456 0.210
N -2.131 0.000 -0.002
*
```

- LUMO (eV) = 0.57
- HOMO level (eV) = -8.50
- orbital gap (Ha) = 0.33332

Here are the natural (NBO) charges for atoms 1 to 4, given in e: -0.896 0.248 -0.104 0.225

***

Stability, highest: arrangement Q

***

Arrangement P

This record from OMol25 describes the molecule C6H12N2. The level of theory is wB97M-V/def2-TZVPD.

The geometry in ORCA input format:
```
! RIJCOSX wB97M-V def2-TZVPD def2/J DEFGRID3
* xyz 0 3
C -0.166 -0.307 -1.091
H -2.203 0.758 -0.270
H -2.343 -0.719 0.522
N -0.457 -0.156 0.321
N 0.402 0.860 0.794
H -0.798 -2.440 -1.109
H 2.073 1.828 0.095
C 1.250 1.269 -0.210
H -2.005 0.772 1.479
C 1.065 0.590 -1.351
H 1.694 0.039 2.253
H 0.160 0.047 2.707
C 0.856 0.693 2.178
C -1.842 0.224 0.554
H 1.665 0.585 -2.112
H -0.181 -1.764 -2.687
H 0.840 1.549 2.802
C 0.020 -1.735 -1.620
H 0.923 -2.265 -1.442
H -0.951 0.172 -1.815
*
```

- LUMO (spin up / spin down) (eV) = 1.08 / -0.63
- HOMO level (spin up / spin down) (eV) = -3.69 / -9.01
- expectation value of S² = 2.006
- orbital gap (spin up / spin down) (Ha) = 0.17508 / 0.30788

Here are the natural (NBO) charges for atoms 1 to 4, given in e: -0.111 0.185 0.202 -0.261

***

Arrangement Q

This record from OMol25 describes the molecule C6H12N2. The level of theory is wB97M-V/def2-TZVPD.

The geometry in ORCA input format:
```
! RIJCOSX wB97M-V def2-TZVPD def2/J DEFGRID3
* xyz 0 3
C 0.539 2.201 -0.466
H -0.320 2.814 -0.744
H -1.785 -1.847 -0.153
H -1.625 0.746 0.309
N 0.142 -0.277 1.181
N -0.533 -1.181 2.032
C 0.318 0.768 -0.924
H 0.823 2.063 0.591
H -0.979 -0.713 2.862
H 0.227 0.658 -1.985
H -2.091 -0.978 -1.665
H -1.136 -1.986 1.792
H 2.160 -1.254 1.156
H 1.557 2.522 -0.848
C 1.315 -0.659 0.601
C -1.353 -1.107 -0.816
H 2.531 -0.213 -1.001
H -0.539 -1.594 -1.284
C 1.533 -0.083 -0.556
C -0.786 0.117 -0.083
*
```

- LUMO (spin up / spin down) (eV) = 1.15 / -1.22
- HOMO level (spin up / spin down) (eV) = -3.96 / -9.28
- expectation value of S² = 2.007
- orbital gap (spin up / spin down) (Ha) = 0.18792 / 0.29617

Here are the natural (NBO) charges for atoms 1 to 4, given in e: -0.614 0.212 0.201 0.210

***

Stability, highest: arrangement P

***

Arrangement P

This record from OMol25 describes a cluster of 2 separate species, C8H16N3 in total. The level of theory is wB97M-V/def2-TZVPD.

The geometry in ORCA input format:
```
! RIJCOSX wB97M-V def2-TZVPD def2/J DEFGRID3
* xyz 1 1
H 4.729 0.770 -1.320
C 4.501 0.074 -0.511
H -0.385 -2.319 -0.562
H -3.381 1.429 -1.564
H -2.372 1.142 1.726
H 4.734 -0.938 -0.847
C 2.630 0.433 1.108
H -1.652 1.826 -1.554
H -2.110 -2.630 -0.510
N 3.117 0.171 -0.138
C 2.052 -0.023 -0.937
C -2.503 1.564 -0.928
H -2.700 2.383 -0.241
H 5.123 0.313 0.349
H -1.297 -1.966 0.910
H 3.266 0.619 1.945
H -2.603 -0.613 1.647
C -1.328 -1.945 -0.173
N -2.240 0.348 -0.189
H -1.264 -0.453 -1.757
C 1.270 0.386 1.003
H 2.128 -0.239 -1.983
C -2.797 0.326 1.139
C -1.591 -0.614 -0.738
H 0.528 0.545 1.756
N 0.923 0.102 -0.281
H -3.875 0.478 1.079
*
```

- LUMO (eV) = -3.19
- HOMO level (eV) = -12.02
- orbital gap (Ha) = 0.32439

Here are the natural (NBO) charges for atoms 1 to 4, given in e: 0.222 -0.407 0.273 0.233

***

Arrangement Q

This record from OMol25 describes a cluster of 2 separate species, C8H16N3 in total. The level of theory is wB97M-V/def2-TZVPD.

The geometry in ORCA input format:
```
! RIJCOSX wB97M-V def2-TZVPD def2/J DEFGRID3
* xyz 1 1
H -1.642 1.862 -0.019
H 4.319 -0.897 -1.294
H -1.288 -2.263 -0.636
N -1.584 -0.215 -0.137
H -3.111 0.462 -1.591
H -0.595 1.479 -1.477
H -3.608 -1.128 -0.651
H -0.439 -0.121 1.676
C 3.542 -0.663 -0.583
C -3.109 -0.125 -0.552
N 2.872 0.484 -0.773
H 0.162 -1.467 -0.629
C 1.363 1.808 0.700
H 1.366 2.576 0.008
H -3.711 0.247 0.299
C -1.500 -0.501 1.327
N 3.297 -1.227 0.608
H 0.978 1.967 1.681
H -0.982 -1.170 -2.010
C -0.876 -1.288 -0.942
H 1.855 -0.627 2.120
H 2.869 0.941 -1.615
C 2.134 0.676 0.429
C 2.448 -0.430 1.276
H -1.610 -1.634 1.247
C -0.973 1.139 -0.423
H -2.174 0.115 1.961
*
```

- LUMO (spin up / spin down) (eV) = -4.23 / -3.92
- HOMO level (spin up / spin down) (eV) = -10.70 / -12.01
- orbital gap (spin up / spin down) (Ha) = 0.23762 / 0.29754

Here are the natural (NBO) charges for atoms 1 to 4, given in e: 0.178 0.218 0.223 -0.284

***

Stability, highest: arrangement P